Run 1
{
  "formula": "C4H13N2O2",
  "method": "ωB97M-V/def2-TZVPD",
  "total_charge": -1,
  "molar_mass_g_mol": 121.2,
  "lumo_ev": 3.62,
  "e_homo_ev": -3.226,
  "spin_multiplicity": 1,
  "elements": ["C", "C", "C", "N", "N", "C", "O", "H", "H", "H", "H", "H", "H", "H", "H", "H", "H", "H", "H", "H", "O"],
  "xyz": [[0.07603, 0.66647, 0.74492], [1.20288, -0.19902, 0.10559], [0.82137, -0.63940, -1.33914], [-0.27986, -1.59022, -1.48848], [-0.58707, 0.05460, 1.87398], [-1.52969, -1.08271, 1.39495], [-2.31287, -0.70733, 0.40642], [0.57320, 1.57513, 1.14232], [-0.58911, 0.96988, -0.06890], [1.13985, -1.14191, 0.67026], [2.20684, 0.20022, 0.20069], [0.55483, 0.14118, -2.06820], [1.78102, -1.08632, -1.65028], [-0.01340, -2.47680, -1.07529], [-1.07120, -1.22525, -0.93052], [-1.19632, 0.76748, 2.25880], [-0.92417, -2.01169, 1.14708], [-1.98382, -1.33051, 2.38065], [1.33829, 3.04530, -1.68002], [0.27922, 2.68847, -0.68015], [0.51397, 3.38244, -1.34467]]
}


Run 2
{
  "formula": "C4H13N2O2",
  "method": "ωB97M-V/def2-TZVPD",
  "total_charge": -1,
  "molar_mass_g_mol": 121.2,
  "lumo_ev": 3.82,
  "e_homo_ev": -3.726,
  "spin_multiplicity": 1,
  "elements": ["C", "N", "C", "O", "C", "N", "C", "H", "H", "H", "H", "H", "H", "H", "H", "H", "H", "H", "H", "H", "O"],
  "xyz": [[1.29166, 0.59567, 0.07831], [1.09047, -0.16509, 1.33856], [0.57542, 0.61234, 2.44422], [-0.70835, 1.11239, 2.46415], [1.05456, -0.29612, -1.11105], [-0.31930, -0.29051, -1.64232], [-0.70907, -1.43741, -2.43457], [0.61470, 1.51869, -0.06619], [2.33708, 0.86050, 0.11595], [0.48219, -0.95553, 1.14865], [0.50435, -0.05707, 3.39552], [1.27925, 1.47860, 2.63362], [1.68461, -0.03149, -1.98041], [1.25405, -1.39453, -0.98887], [-1.12968, 0.01860, -1.07783], [-1.29335, -1.12485, -3.32198], [0.17350, -2.02514, -2.76521], [-1.37084, -2.12746, -1.87193], [-1.48636, 0.86998, 1.65444], [-2.86702, 1.82841, 1.14041], [-2.45786, 1.01003, 0.84653]]
}


Run 3
{
  "formula": "C4H13N2O2",
  "method": "ωB97M-V/def2-TZVPD",
  "total_charge": -1,
  "molar_mass_g_mol": 121.2,
  "lumo_ev": 3.31,
  "e_homo_ev": -2.021,
  "spin_multiplicity": 1,
  "elements": ["N", "C", "C", "N", "C", "C", "O", "H", "H", "H", "H", "H", "H", "H", "H", "H", "H", "H", "H", "H", "O"],
  "xyz": [[-1.47200, 2.19880, -1.57289], [-1.13370, 0.90690, -2.17126], [-1.09926, -0.36420, -1.33022], [0.05648, -0.40257, -0.43435], [-0.24235, -1.42723, 0.61024], [-0.14117, -1.10022, 2.14426], [0.49558, -2.10514, 2.78472], [-0.71947, 2.43248, -0.94434], [-2.45288, 2.15773, -1.32472], [-1.73965, 0.74867, -3.08322], [-0.08544, 1.07492, -2.58579], [-1.05819, -1.24727, -1.99053], [-2.11989, -0.37837, -0.89059], [0.14308, 0.49943, 0.03062], [0.65967, -2.04897, 0.55999], [-1.10772, -2.03905, 0.43175], [0.51477, -0.14123, 2.27274], [-1.06637, -0.82487, 2.70242], [3.45024, 0.80498, -0.02280], [2.85917, 2.14569, -0.58806], [3.08110, 1.66072, 0.20713]]
}


The energetic minimum among the shown structures is run 1; the next structure lies 47.8 kJ/mol above.